57
Properties=species:S:1:pos:R:3 method="wB97M-V/def2-TZVPD" e_above_lowest_ev=0.000 e_tot_ev=-40567.8883 largest_force_ha_per_bohr=0.012
Li -0.10 0.35 0.33
O 1.87 0.03 -0.18
C 2.97 0.84 0.24
C 2.66 1.31 1.65
C 2.38 0.15 2.62
C 1.04 0.27 3.29
C 0.90 0.58 4.63
C -0.37 0.69 5.17
C -1.47 0.49 4.36
C -1.24 0.18 3.02
N -0.02 0.08 2.50
H 1.89 -0.11 -1.14
H 3.08 1.70 -0.43
H 3.89 0.25 0.21
H 1.80 1.97 1.59
H 3.50 1.91 2.00
H 3.16 0.08 3.39
H 2.39 -0.79 2.08
H 1.78 0.72 5.25
H -0.50 0.93 6.22
H -2.48 0.56 4.73
H -2.06 0.00 2.33
C -5.12 -1.72 -1.58
C -3.88 -0.91 -1.90
C -3.45 -1.17 -3.34
O -2.80 -1.33 -1.05
B -1.95 -0.25 -0.73
O -2.64 0.93 -1.20
C -3.99 0.60 -1.57
C -4.88 0.88 -0.36
C -4.41 1.48 -2.74
H -4.95 -2.77 -1.85
H -5.98 -1.37 -2.15
H -5.35 -1.68 -0.52
H -3.20 -2.23 -3.44
H -2.56 -0.59 -3.59
H -4.24 -0.93 -4.06
H -4.58 0.25 0.48
H -5.93 0.71 -0.57
H -4.75 1.92 -0.07
H -3.68 1.43 -3.55
H -4.47 2.52 -2.41
H -5.39 1.19 -3.12
O -0.13 2.31 0.23
S -1.44 2.96 0.64
C -1.99 3.90 -0.81
C -1.50 5.35 -0.67
C -0.40 5.37 0.39
C -0.92 4.45 1.49
H -3.07 3.80 -0.90
H -1.54 3.35 -1.63
H -2.33 5.98 -0.34
H -1.16 5.75 -1.63
H -0.19 6.38 0.76
H 0.53 4.96 -0.01
H -1.79 4.86 1.99
H -0.19 4.14 2.24


63
Properties=species:S:1:pos:R:3 method="wB97M-V/def2-TZVPD" charge=-1 e_tot_ev=-193188.0763 largest_force_ha_per_bohr=0.017
C 3.44 -3.26 1.17
C 3.64 -2.24 0.08
O 3.95 -2.59 -1.05
N 3.35 -0.92 0.44
C 4.32 -0.34 1.37
C 3.00 -0.01 -0.67
C 1.49 0.26 -0.74
C 0.70 -0.66 -1.70
C -0.31 0.07 -2.58
P -1.62 1.11 -1.70
O -2.61 -0.38 -1.41
C -3.91 -0.11 -1.03
C -4.47 -1.24 -0.20
C -4.75 -2.47 -1.07
C -4.83 -3.83 -0.41
F -5.71 -4.63 -1.10
Br -5.50 -3.76 1.42
C -3.45 -4.55 -0.39
F -2.49 -3.67 -0.17
F -3.35 -5.49 0.55
Br -3.09 -5.42 -2.10
C -3.98 1.29 -0.36
C -3.88 1.29 1.16
C -3.26 2.55 1.74
F -5.19 1.15 1.71
O -2.92 2.03 -0.89
H 3.98 -4.18 0.91
H 2.38 -3.46 1.30
H 3.83 -2.91 2.13
H 3.83 0.37 2.04
H 4.77 -1.11 1.99
H 5.13 0.16 0.82
H 3.51 0.94 -0.49
H 3.37 -0.39 -1.62
H 1.33 1.30 -1.02
H 1.09 0.16 0.27
H 1.44 -1.16 -2.34
H 0.19 -1.45 -1.14
H -0.88 -0.69 -3.12
H 0.19 0.69 -3.33
H -1.05 0.87 -0.39
H -0.92 2.35 -1.88
H -2.34 1.23 -2.96
H -4.53 0.01 -1.95
H -5.41 -0.93 0.29
H -3.76 -1.49 0.59
H -3.97 -2.50 -1.85
H -5.70 -2.34 -1.59
H -4.92 1.75 -0.70
H -3.32 0.43 1.52
H -2.19 2.56 1.56
H -3.48 2.57 2.81
H -3.71 3.44 1.29
C 4.73 4.25 2.27
C 6.17 4.15 1.80
O 6.05 3.31 0.65
C 4.79 3.40 0.17
O 4.41 2.95 -0.85
O 4.01 4.08 1.05
H 4.49 5.21 2.72
H 4.46 3.45 2.96
H 6.58 5.11 1.49
H 6.84 3.69 2.53


64
Properties=species:S:1:pos:R:3 method="wB97M-V/def2-TZVPD" charge=+1 e_tot_ev=-67929.7788 largest_force_ha_per_bohr=0.062
C 6.71 3.39 -0.43
C 5.28 3.88 0.18
N 4.61 2.66 0.69
C 3.61 2.01 0.10
N 3.10 2.55 -1.13
C 1.96 3.49 -0.96
C 0.79 2.97 0.00
C 0.90 3.43 1.51
F 2.06 4.13 1.83
F 0.75 2.31 2.36
F -0.20 4.26 1.79
N 3.10 0.85 0.81
P 2.39 -0.36 -0.27
O 0.91 -0.76 0.51
Cl 3.57 -2.11 -0.38
H 6.61 3.27 -1.55
H 6.90 2.34 -0.02
H 7.56 4.05 -0.11
H 5.45 4.66 1.00
H 4.74 4.41 -0.65
H 4.95 2.30 1.59
H 2.94 1.84 -1.85
H 1.50 3.65 -1.99
H 2.31 4.51 -0.61
H 0.64 1.86 -0.01
H -0.18 3.42 -0.40
H 3.93 0.40 1.26
H 0.77 -0.02 1.14
O -5.40 -2.47 -0.62
C -4.21 -2.55 -0.58
O -3.37 -1.51 -0.82
C -2.01 -1.98 -0.80
C -2.04 -3.25 0.02
C -3.42 -3.81 -0.30
H -1.68 -2.15 -1.83
H -1.37 -1.22 -0.35
H -1.23 -3.94 -0.22
H -1.98 -3.01 1.08
H -3.41 -4.43 -1.19
H -3.83 -4.35 0.55
O -1.94 -0.97 4.57
C -2.02 0.20 4.81
O -2.01 0.73 6.06
C -2.23 2.15 5.98
C -1.83 2.53 4.58
C -2.19 1.29 3.78
H -3.29 2.34 6.18
H -1.63 2.65 6.73
H -2.33 3.44 4.22
H -0.75 2.70 4.53
H -3.23 1.31 3.44
H -1.51 1.15 2.94
O -0.62 -2.76 -3.98
C -1.40 -3.55 -4.45
O -1.38 -3.94 -5.75
C -2.51 -4.79 -6.01
C -2.91 -5.34 -4.66
C -2.55 -4.20 -3.73
H -3.30 -4.19 -6.47
H -2.21 -5.58 -6.71
H -3.96 -5.64 -4.61
H -2.30 -6.22 -4.42
H -3.37 -3.48 -3.63
H -2.24 -4.56 -2.75


58
Properties=species:S:1:pos:R:3 method="wB97M-V/def2-TZVPD" e_above_lowest_ev=0.366 charge=-1 e_tot_ev=-87537.3097 spin_multiplicity=2 largest_force_ha_per_bohr=0.020
Co 0.64 0.15 -0.92
N -0.01 -1.69 -1.62
C -0.15 -1.60 -3.08
C 0.86 -0.58 -3.63
O 1.29 -0.67 -4.78
N 1.10 0.35 -2.72
C 2.05 1.42 -2.95
C 2.85 1.64 -1.65
O 3.95 2.16 -1.66
O 2.23 1.24 -0.59
H 0.78 -2.27 -1.39
H -0.84 -2.11 -1.21
H -1.14 -1.18 -3.27
H -0.05 -2.56 -3.59
H 1.51 2.36 -3.13
H 2.69 1.24 -3.81
S -1.10 1.78 -0.68
C -2.27 1.63 -1.95
C -2.94 2.79 -2.38
C -3.88 2.71 -3.38
C -4.14 1.47 -3.96
C -3.44 0.39 -3.47
N -2.54 0.44 -2.50
H -2.70 3.74 -1.92
H -4.39 3.60 -3.72
H -4.86 1.35 -4.77
H -3.62 -0.60 -3.89
C 1.28 2.10 2.37
C 0.14 1.09 2.40
C -0.37 0.89 3.82
P 0.56 -0.40 1.38
C 2.07 -1.22 2.08
C 3.38 -0.47 1.79
C 2.02 -1.62 3.55
C -0.78 -1.60 1.88
C -0.46 -3.04 1.50
C -2.11 -1.13 1.28
H 0.90 3.09 2.63
H 1.76 2.16 1.39
H 2.05 1.84 3.10
H -0.68 1.52 1.81
H 0.37 0.42 4.47
H -1.28 0.29 3.87
H -0.61 1.87 4.25
H 2.10 -2.14 1.48
H 3.56 0.29 2.54
H 3.36 0.03 0.82
H 4.21 -1.18 1.82
H 2.17 -0.74 4.19
H 2.83 -2.32 3.78
H 1.08 -2.08 3.85
H -0.87 -1.56 2.97
H -0.07 -3.15 0.49
H -1.37 -3.65 1.56
H 0.28 -3.48 2.17
H -2.05 -1.00 0.20
H -2.41 -0.16 1.67
H -2.90 -1.85 1.51


60
Properties=species:S:1:pos:R:3 method="wB97M-V/def2-TZVPD" e_above_lowest_ev=0.000 charge=+3 e_tot_ev=-44783.0902 largest_force_ha_per_bohr=0.003
Sn -0.49 0.47 0.29
C 0.69 -2.38 2.59
C 1.63 -2.11 1.43
N 0.97 -1.72 0.15
C 0.09 -2.81 -0.34
C 0.73 -4.18 -0.49
C 2.07 -1.37 -0.79
C 1.88 -1.60 -2.28
N 0.75 -0.91 -2.87
C 0.56 -0.78 -4.13
C -0.66 -0.05 -4.51
F -1.46 0.33 -3.56
C -0.94 0.21 -5.83
F -2.03 0.87 -6.16
C -0.06 -0.23 -6.81
C 1.11 -0.96 -6.52
F 1.88 -1.35 -7.50
C 1.42 -1.25 -5.23
F 2.48 -1.94 -4.94
H 1.29 -2.64 3.47
H 0.03 -3.23 2.40
H 0.07 -1.52 2.85
H 2.25 -3.00 1.25
H 2.35 -1.33 1.69
H -0.33 -2.47 -1.29
H -0.75 -2.88 0.35
H 1.64 -4.18 -1.09
H 0.02 -4.85 -0.97
H 0.98 -4.63 0.47
H 2.96 -1.95 -0.54
H 2.34 -0.32 -0.63
H 1.74 -2.66 -2.51
H 2.82 -1.33 -2.77
H -0.30 -0.03 -7.86
N 0.98 1.04 2.00
C 1.23 2.52 2.04
C 0.08 3.30 2.64
C -1.19 3.34 1.80
N -1.77 1.98 1.66
H 0.71 0.73 2.93
H 1.87 0.58 1.82
H 1.42 2.85 1.01
H 2.14 2.70 2.61
H 0.42 4.33 2.77
H -0.14 2.93 3.65
H -0.96 3.72 0.80
H -1.92 4.01 2.25
H -2.68 2.04 1.21
H -1.96 1.60 2.59
C -4.17 -1.88 3.80
N -3.72 -2.19 2.42
C -4.44 -3.25 1.69
C -2.82 -1.48 1.84
N -2.00 -0.84 1.32
H -4.10 -2.78 4.40
H -5.19 -1.52 3.77
H -3.52 -1.11 4.23
H -4.36 -4.18 2.26
H -4.00 -3.38 0.71
H -5.49 -2.97 1.59


56
Properties=species:S:1:pos:R:3 method="wB97M-V/def2-TZVPD" e_above_lowest_ev=1.801 charge=+1 e_tot_ev=-89158.4738 largest_force_ha_per_bohr=0.015
Pt 0.03 0.60 -0.10
C 0.64 0.87 3.42
O 0.16 -0.15 2.57
C -1.00 -0.79 3.04
C -1.28 -1.87 2.02
O -1.27 -1.39 0.67
C -2.51 -1.19 0.03
C -3.06 0.18 0.27
O -2.08 1.15 -0.16
C -2.57 2.48 -0.03
H 0.89 0.48 4.41
H 1.54 1.28 2.96
H -0.10 1.67 3.54
H -0.83 -1.24 4.02
H -1.83 -0.07 3.13
H -0.48 -2.60 2.08
H -2.23 -2.38 2.22
H -2.34 -1.33 -1.03
H -3.24 -1.92 0.37
H -3.96 0.34 -0.33
H -3.29 0.35 1.32
H -3.54 2.55 -0.52
H -2.67 2.74 1.03
H -1.86 3.15 -0.51
C 4.50 0.08 0.60
C 3.07 -0.32 0.31
O 2.21 0.57 0.47
C 2.77 -1.68 -0.07
C 3.71 -2.70 0.20
C 3.47 -4.01 -0.12
C 2.26 -4.33 -0.76
C 1.34 -3.36 -1.07
C 1.56 -2.00 -0.73
O 0.66 -1.13 -1.09
H 4.57 1.16 0.61
H 5.18 -0.33 -0.15
H 4.80 -0.30 1.57
H 4.64 -2.45 0.69
H 4.19 -4.78 0.11
H 2.05 -5.36 -1.03
H 0.42 -3.59 -1.58
C 2.83 4.00 -1.72
Ge 1.62 3.68 -0.23
C 2.51 3.54 1.48
C 0.27 5.09 -0.11
C 0.47 2.17 -0.84
H 3.37 4.93 -1.55
H 2.28 4.10 -2.65
H 3.55 3.19 -1.81
H 3.11 4.44 1.61
H 3.15 2.67 1.54
H 1.78 3.50 2.29
H 0.77 6.05 -0.17
H -0.27 5.03 0.84
H -0.45 5.05 -0.94
H -0.05 2.35 -1.79